1.
A cluster of 6 separate species, C10H33NO6 in total at a distorted geometry, computed with ωB97M-V with the def2-TZVPD basis set.

```
50
Properties=species:S:1:pos:R:3:forces:R:3:nbo_charge:R:1
O 18.79742 -3.58269 28.93242 -0.2 0.1 0.1 -0.975
O 17.62282 -1.75543 30.65756 0.0 0.0 0.1 -0.953
O 15.80019 -8.70439 34.86226 0.1 0.0 0.0 -0.722
O 16.03008 -4.45507 29.56823 -0.3 0.5 0.5 -0.785
O 14.45053 -1.97595 30.61276 -0.1 0.1 0.2 -0.952
O 9.45548 -4.61610 30.62857 0.1 -0.1 0.0 -0.533
N 12.03699 -5.48236 31.87839 -0.5 0.7 -0.7 -0.830
C 13.44082 -8.93929 35.39886 0.4 0.0 -0.4 -0.628
C 14.25795 -8.41379 33.08188 0.2 -0.4 -1.1 -0.632
C 14.21132 -5.74449 28.87846 0.8 -0.2 -0.4 -0.619
C 14.55126 -9.16769 34.35954 -0.8 0.6 0.3 0.097
C 9.41580 -4.29675 29.27295 -0.7 0.7 -1.3 -0.258
C 16.36720 -6.81791 29.63178 -0.1 -0.5 0.5 -0.645
C 11.31214 -6.18543 30.79730 0.7 0.1 -0.4 -0.084
C 11.73319 -7.64013 30.70170 -1.1 -0.3 -0.9 -0.619
C 9.81476 -5.93984 30.95820 0.3 -0.5 0.8 -0.068
C 15.73099 -5.66901 28.85981 0.5 0.6 0.1 0.099
H 13.81495 -9.27002 36.37043 -0.3 -0.1 0.1 0.195
H 15.10492 -2.68259 30.59381 -0.1 -0.2 -0.3 0.482
H 9.45120 -3.20701 29.19256 0.4 -0.1 0.1 0.193
H 13.96127 -5.73514 29.93490 -0.4 0.0 -0.1 0.201
H 8.47530 -4.53334 28.74236 -0.1 -0.4 0.6 0.161
H 13.88451 -7.39225 33.15828 0.1 0.0 0.6 0.219
H 13.78276 -4.88736 28.36360 0.0 0.1 0.2 0.223
H 16.03824 -6.65573 30.66379 0.0 -0.2 0.0 0.213
H 16.96485 -4.23179 29.49872 0.2 -0.4 -0.4 0.492
H 10.17406 -4.73457 28.61629 0.4 0.0 0.5 0.166
H 13.52333 -8.95497 32.47992 -0.1 0.0 0.2 0.208
H 12.52800 -9.47311 35.13527 0.1 -0.2 0.1 0.215
H 15.82070 -8.84939 35.81253 0.0 0.0 0.0 0.464
H 18.33944 -2.84862 29.38793 0.4 0.0 0.0 0.493
H 9.23737 -6.70426 30.42360 -0.1 0.2 -0.2 0.166
H 11.23232 -8.05206 29.81252 -0.2 0.0 0.2 0.205
H 12.77642 -7.78296 30.42808 0.2 0.2 0.7 0.218
H 11.77857 -4.50352 31.71994 0.0 -0.1 0.6 0.364
H 17.45699 -6.87049 29.67952 0.0 0.6 -0.3 0.220
H 11.54026 -5.77389 29.80071 0.2 0.2 0.2 0.165
H 13.18290 -7.88069 35.43896 0.1 0.0 0.1 0.215
H 18.93892 -3.27487 28.03209 0.0 -0.1 0.0 0.473
H 18.28403 -1.15498 31.01982 0.0 0.0 0.0 0.487
H 11.39247 -8.23876 31.54590 0.4 0.0 0.2 0.211
H 16.13257 -5.50295 27.85485 -0.1 -0.6 -0.1 0.167
H 16.07417 -7.83412 29.35166 -0.4 0.2 -0.3 0.210
H 14.60231 -10.23816 34.12930 0.2 0.0 0.0 0.151
H 13.03377 -5.45666 31.68012 0.0 -0.3 0.0 0.350
H 13.86430 -6.65220 28.38434 -0.1 -0.1 0.2 0.208
H 15.15001 -8.38444 32.44840 0.1 0.0 0.2 0.216
H 9.57795 -6.02112 32.02372 -0.1 -0.1 -0.1 0.198
H 14.79037 -1.31284 30.00539 0.1 0.0 0.0 0.468
H 17.34059 -2.28799 31.41133 -0.1 0.0 0.0 0.490
```
Forces are in eV/Å.

Properties
- Gap between HOMO and LUMO: 9.517 eV
- Structure (SMILES): COC[C@H](C)N.CC(C)O.CC(C)O.O.O.O
- E: -24679.5222 eV
- Maximum force: 1.63 eV/A
- Molar mass: 263.37 g mol⁻¹
- Energy relative to the best compared isomer or geometry (same formula, charge and spin): 0.000 eV



2.
A structure of composition C10H34Ca3O24P2S3 at a distorted geometry, computed with ωB97M-V with the def2-TZVPD basis set.

```
76
Properties=species:S:1:pos:R:3:forces:R:3:lowdin_charge:R:1
Ca 12.06268 13.23768 10.79233 1.7 -1.0 -0.1 1.558
Ca 12.95589 17.14984 10.53853 1.2 0.1 0.1 1.554
Ca 15.77329 12.80926 9.54823 -0.4 -0.8 0.6 1.532
S 15.20973 14.98846 11.69498 -0.7 -2.2 1.7 0.267
S 13.31962 15.28082 8.38210 1.8 0.4 0.1 0.310
S 14.13043 11.10029 11.28234 3.2 -3.7 3.7 0.166
P 15.00986 20.31591 10.22675 2.4 -0.4 -0.5 0.490
P 17.67464 14.38426 6.73693 1.5 0.8 -1.5 0.522
O 13.30758 17.64058 5.89617 0.3 -0.2 0.4 -0.147
O 12.56787 15.26984 7.13248 0.0 -1.0 -0.2 -0.308
O 10.20573 15.50067 5.51665 -0.1 0.2 -0.2 -0.111
O 16.24541 14.47452 10.78959 2.0 1.7 -0.5 -0.494
O 15.55014 14.81364 13.07659 0.4 0.9 0.1 -0.275
O 9.85559 14.18770 10.99259 -0.3 1.5 0.2 -0.202
O 17.10471 15.74266 6.12486 -0.7 -0.8 0.1 -0.192
O 11.24891 12.95887 8.13517 -0.6 -1.5 1.7 -0.182
O 15.59097 11.35228 11.44755 0.5 0.0 -0.9 -0.444
O 19.08188 14.89143 7.36812 -0.9 -1.1 -1.4 -0.214
O 16.79221 13.57990 7.61672 1.3 0.5 -1.1 -0.328
O 16.57075 19.89651 10.46857 -2.8 1.4 0.5 -0.196
O 13.86788 9.66770 11.17701 -0.4 1.1 -0.1 -0.332
O 13.44574 11.81430 12.33431 -2.6 0.1 2.0 -0.411
O 14.06063 14.13351 11.35458 -1.7 0.4 -0.1 -0.545
O 14.79177 16.37872 11.37550 0.3 1.4 -0.1 -0.520
O 14.34293 14.25639 8.54361 -0.9 0.8 -1.4 -0.398
O 13.84034 16.65732 8.58136 0.5 0.3 -0.6 -0.467
O 14.08512 19.13975 10.15451 0.1 1.2 0.2 -0.359
O 14.80798 21.36727 11.39313 0.2 -0.2 -0.8 -0.177
O 18.15668 13.64246 5.34791 -0.5 0.7 2.7 -0.192
O 13.76557 11.85624 10.11788 -2.0 1.5 -5.9 -0.614
O 15.04114 21.24958 8.91998 -0.5 -0.7 1.5 -0.209
O 12.39513 15.13885 9.52591 -2.4 0.1 1.3 -0.596
C 13.64947 22.19491 11.38708 -2.0 -0.3 0.5 -0.099
C 16.52058 16.80379 6.88428 0.2 1.1 0.7 -0.085
C 19.24770 14.19911 4.62833 0.2 1.0 -1.7 -0.125
C 10.83403 11.83933 7.32193 0.0 0.8 -0.9 -0.094
C 15.05832 20.70525 7.59773 0.0 -1.1 -0.1 -0.064
C 17.12339 18.66432 10.06124 0.4 -0.6 -0.8 -0.097
C 13.32237 16.81567 4.75881 0.1 0.0 -1.0 -0.173
C 9.39541 15.34797 10.24157 -0.4 0.1 -0.7 -0.106
C 9.08386 15.34140 6.34170 -0.3 0.1 0.3 -0.170
C 19.18640 15.78819 8.44311 0.0 -0.2 2.0 -0.105
H 13.68781 17.38019 3.89922 -0.3 0.3 0.0 0.081
H 16.43472 18.08239 9.44814 -0.1 0.0 0.1 0.064
H 18.25255 15.84513 9.00554 -0.1 0.1 0.0 0.077
H 12.88725 21.87600 10.67269 0.3 -0.2 -0.4 0.084
H 13.09288 17.00727 6.60233 0.1 0.6 0.0 0.010
H 8.39911 15.15463 9.84447 0.1 -0.2 -0.2 0.094
H 11.00216 15.37049 6.04405 0.1 0.0 0.1 0.021
H 17.24709 17.61656 6.95600 0.3 -0.2 0.0 0.086
H 19.33912 15.28619 4.66614 -0.2 0.0 0.9 0.084
H 10.21265 12.29250 6.54886 0.2 -0.5 -0.5 0.072
H 10.07971 15.58767 9.43038 0.0 -0.5 0.0 0.055
H 9.28191 16.26764 10.81987 0.3 -0.2 0.6 0.086
H 17.98214 18.96614 9.46030 0.1 -0.4 0.0 0.093
H 16.05856 20.34262 7.35532 0.3 0.8 -0.2 0.090
H 19.91824 15.34648 9.12078 0.0 0.1 0.1 0.099
H 20.23022 13.76660 4.80899 -0.3 -0.3 0.5 0.093
H 15.66034 17.28721 6.42111 -0.2 -0.8 -0.4 0.078
H 19.54281 16.79963 8.24568 -0.1 -0.1 -0.9 0.092
H 9.01687 14.32340 6.73109 -0.2 -0.1 0.0 0.066
H 12.31508 16.44851 4.56247 0.1 -0.1 -0.3 0.067
H 8.17344 15.59697 5.79922 0.1 -0.3 -0.4 0.081
H 9.46956 14.35968 11.85776 0.0 -0.6 0.2 0.098
H 13.12502 22.03260 12.32960 0.4 0.2 0.3 0.092
H 14.64670 21.48296 6.96028 0.3 -0.2 -0.2 0.100
H 13.75487 23.26826 11.23994 1.0 -0.2 0.0 0.098
H 10.22215 11.05402 7.76719 -0.1 0.7 1.1 0.083
H 11.70778 13.67073 7.67433 -0.1 -0.3 -0.9 0.017
H 16.23386 16.53770 7.90121 0.0 -0.4 -0.2 0.066
H 11.64570 11.23084 6.92124 0.4 0.6 -0.2 0.087
H 14.49510 19.77271 7.51567 -0.7 0.3 0.1 0.078
H 14.02138 15.97711 4.81106 -0.1 -0.2 0.4 0.079
H 19.01507 14.10587 3.56606 -0.1 -0.7 0.0 0.091
H 9.05238 16.03449 7.18803 0.4 0.1 0.2 0.065
H 17.42890 18.04091 10.90052 -0.1 0.2 0.1 0.104
```
Forces are in eV/Å.

Properties
- Gap between HOMO and LUMO: 6.235 eV
- E: -166476.2023 eV
- Maximum force: 6.38 eV/A
- Molar mass: 816.74 g mol⁻¹



3.
A cluster of 7 separate species, C10H34N2O7 in total at a distorted geometry, computed with ωB97M-V with the def2-TZVPD basis set.

```
53
Properties=species:S:1:pos:R:3:forces:R:3:nbo_charge:R:1
O -0.66047 -1.85387 1.45121 -4.2 -0.3 -4.7 -0.746
O 1.05153 -3.03787 3.63421 -0.7 0.7 -1.8 -0.766
O -0.83447 -0.77887 -2.90279 0.1 -1.1 -1.1 -0.761
O 2.22953 -2.35787 1.22021 0.2 0.0 1.1 -0.737
O -2.07647 1.36913 -4.33579 -0.3 1.5 -1.3 -0.733
O -0.77347 1.55613 -0.31779 -1.2 0.0 -0.3 -0.773
O 1.72153 1.89713 -1.19179 -1.0 0.0 2.1 -0.729
N -2.20747 -3.03587 0.11721 1.4 -3.8 2.1 -0.833
N -1.90047 -0.85987 -0.27579 -0.7 2.6 -1.3 -0.876
C 1.69153 -1.80287 5.52821 -0.8 0.2 -0.7 -0.625
C 2.76853 2.26313 -0.34279 1.0 1.9 1.0 -0.259
C -0.52747 1.67713 2.00521 1.2 1.2 1.1 -0.666
C 2.08353 -1.28287 0.32521 1.7 -1.3 -1.8 -0.234
C -1.11547 2.40013 0.77721 0.2 -1.7 0.1 -0.073
C -0.91847 -2.17987 -3.25779 0.2 -0.4 -0.1 -0.273
C -1.57147 2.21013 -3.33279 1.1 -0.3 0.5 -0.054
C -1.25947 3.56413 -3.87779 -0.5 -0.5 -0.1 -0.624
C 0.82853 -1.75987 4.23721 1.0 -1.1 1.1 -0.052
C -1.57047 -1.91487 0.44421 3.6 0.0 4.5 0.764
H 3.10153 -1.09587 -0.16079 -1.5 -0.1 0.1 0.148
H -0.00047 -2.58087 -3.76179 -0.8 0.9 0.0 0.189
H -0.62947 2.19913 2.96321 -0.1 0.3 -0.2 0.210
H -0.60947 1.80913 -2.93979 -0.6 -0.1 -0.1 0.156
H -1.83547 -2.39387 -3.88679 1.0 0.2 0.7 0.173
H -2.20647 2.49413 0.78021 0.1 -0.1 0.3 0.180
H -0.60147 3.49813 -4.70079 0.5 -0.3 -1.3 0.208
H -2.60747 -0.75287 -1.02679 0.3 -0.9 1.3 0.396
H -0.91447 -2.75487 -2.31979 -0.5 -0.1 -0.3 0.171
H -0.81747 0.67813 2.24321 -1.4 -0.8 -0.6 0.251
H -1.49347 0.04913 -0.04779 0.4 -0.1 0.0 0.453
H -2.03947 0.51513 -3.96579 0.2 -1.9 0.5 0.478
H 1.43353 -2.68887 6.11621 -0.3 0.4 0.2 0.208
H 2.45553 2.28613 0.71121 -0.2 -0.1 -0.4 0.191
H -1.14847 -0.77187 -1.99679 0.4 0.4 0.4 0.482
H 1.23053 -1.00487 3.57021 -0.2 0.5 -0.1 0.155
H -2.11547 4.12113 -4.12779 -1.3 0.5 -0.7 0.203
H -0.23447 -1.59587 4.47121 0.2 0.1 -0.2 0.156
H 0.97153 -2.86187 2.64221 0.1 -0.5 1.8 0.513
H 3.60553 1.58213 -0.42279 0.3 -0.2 0.0 0.176
H 2.60353 -3.14287 0.79521 -0.2 0.6 -0.1 0.475
H 3.12353 3.31413 -0.58979 -0.3 -1.1 0.3 0.168
H 1.65953 -0.86087 6.08021 -0.2 -0.2 0.2 0.194
H 0.55453 1.44013 1.91821 -0.3 0.9 -0.4 0.201
H -0.72847 3.36313 0.48621 0.3 0.7 0.8 0.178
H 2.69953 -1.96987 5.21421 0.8 0.0 -0.2 0.204
H 1.27853 -1.55687 -0.33579 0.0 0.1 -1.1 0.172
H -2.83447 -3.13287 -0.66179 0.1 0.0 0.1 0.400
H 1.73353 -0.36687 0.70721 -0.2 0.8 1.6 0.185
H 2.13153 1.84713 -2.00879 0.6 -0.4 -2.9 0.482
H -0.75347 4.19513 -3.21879 0.9 0.7 1.7 0.204
H 0.12853 1.75913 -0.55379 0.7 -0.2 -0.5 0.508
H -1.80647 -3.90487 0.64721 -1.4 2.2 -1.6 0.431
H -2.29347 2.21313 -2.52479 0.0 0.4 0.5 0.152
```
Forces are in eV/Å.

Properties
- Gap between HOMO and LUMO: 9.262 eV
- Structure (SMILES): NC(N)=O.CCO.CCO.CCO.CO.CO.CO
- E: -28231.2027 eV
- Maximum force: 6.36 eV/A
- Molar mass: 294.39 g mol⁻¹
- Energy relative to the best compared isomer or geometry (same formula, charge and spin): 3.763 eV



| no. | HOMO energy (eV) |
| --- | --- |
| 1 | -9.191 |
| 2 | -7.771 |
| 3 | -8.886 |